Formula: C5H6O
Source: the OMol25 dataset
Level of theory: ωB97M-V/def2-TZVPD

Structure (ORCA input):
```
! RIJCOSX wB97M-V def2-TZVPD def2/J DEFGRID3
* xyz 0 1
C -1.255 1.108 0.614
C -0.943 -0.281 0.152
O -1.508 -1.286 0.112
C 0.956 -1.232 -1.323
C 1.285 -0.399 -0.306
C 1.359 0.352 0.710
H -2.345 1.232 0.558
H -0.710 1.863 0.055
H -0.918 1.146 1.649
H 0.987 -0.937 -2.365
H 0.871 -2.297 -1.105
H 2.220 0.730 1.248
*
```

Summary:
frontier orbital gap (spin up / spin down): 6.49 / 6.49 eV
maximum force: 1.3 eV Å⁻¹
energy: -269.14420 a.u.
relative energy (zero: lowest compared OMol25 entry of this formula, charge and spin): 530.5 kJ/mol